C4H6BF4MnN2O3 as an isolated structure in a non-equilibrium geometry, computed with wB97M-V/def2-TZVPD.

Values from the calculation:
Expectation value of S²: 3.896
Net charge: +1
Orbital gap (alpha / beta), Eh: 0.24714 / 0.31261
E_HOMO (alpha / beta), eV: -14.878 / -15.283
Molecular weight, g/mol: 271.84
Multiplicity: 4

Last column: Löwdin spin population.
Geometry (Å):
Mn -0.185822 -0.061726 0.389641  3.02
N 1.335083 1.198526 -0.533481  -0.03
C 2.029796 0.520750 -1.643201  0.00
C 1.546318 -0.918481 -1.758704  0.00
O 1.930063 -1.691397 -2.578303  -0.02
N 0.552055 -1.220295 -0.818832  -0.06
C -0.197991 -2.459788 -1.026224  0.00
C -1.623863 -2.163967 -0.521742  0.01
O -2.551824 -2.882745 -0.571862  0.01
O -1.592386 -0.916119 0.036646  -0.02
H 0.949722 2.090367 -0.831990  0.00
H 1.990830 1.417716 0.211426  0.00
H 3.109370 0.519341 -1.506722  0.00
H 1.812596 1.001214 -2.595948  0.00
H 0.201020 -3.284973 -0.432057  0.00
H -0.196424 -2.766034 -2.070695  0.00
F -1.633100 1.956282 4.029370  0.00
B -0.375293 2.342682 3.974221  0.00
F -0.020515 3.271689 3.100139  0.00
F 0.527315 1.816349 4.770516  0.00
F 0.305631 0.626175 1.824792  0.08

Atomic forces in eV per Å
1.711 0.289 -2.310
-0.486 -0.174 0.169
0.049 -0.396 -0.149
0.274 0.862 0.001
-0.096 -0.178 0.044
-0.322 -0.729 0.328
-0.306 0.160 0.196
0.893 -1.551 -0.954
-0.118 0.511 0.243
-1.890 0.414 0.587
-0.087 0.046 -0.025
-0.101 -0.022 0.211
0.000 0.051 0.036
-0.018 0.073 0.034
-0.020 0.005 0.010
0.032 0.041 -0.042
0.106 -0.051 -0.069
-0.022 0.173 0.141
-0.003 -0.118 -0.021
-0.054 -0.016 -0.089
0.458 0.609 1.657